# 1
{"formula": "C21H42InN3O16", "method": "ωB97M-V with the def2-TZVPD basis set", "gap_ev": [8.61, 4.23], "largest_force_ev_per_a": 5.3, "e_lumo_ev": [-3.43, -7.23], "total_charge": 1, "homo_energy_ev": [-12.04, -11.45], "s2": 0.764, "spin_multiplicity": 2, "symbols": ["C", "H", "C", "O", "O", "C", "O", "H", "H", "O", "H", "C", "H", "O", "H", "N", "C", "O", "H", "H", "C", "In", "H", "C", "H", "H", "H", "H", "H", "O", "H", "H", "O", "H", "C", "H", "H", "C", "H", "N", "H", "H", "H", "O", "H", "C", "C", "H", "H", "H", "H", "C", "H", "C", "H", "C", "N", "H", "H", "O", "H", "H", "C", "O", "H", "H", "C", "C", "C", "C", "H", "C", "C", "O", "H", "H", "O", "O", "H", "H", "O", "O", "H"], "positions_angstrom": [[3.097426, 1.817922, -4.345824], [-4.173170, -1.274315, 4.760816], [-3.095386, -1.145571, 4.661322], [-2.140384, -2.831624, -5.046161], [-1.924139, -4.703144, -6.166260], [4.067408, -3.746728, -1.721744], [0.509277, -1.700956, -0.253654], [0.359739, 2.959456, -0.585422], [2.105167, -2.958761, 2.382052], [1.116472, -0.766451, -2.129688], [2.107742, 1.446314, -5.949016], [-4.627181, 1.395472, 1.568353], [3.509754, 0.945401, -3.839086], [1.563279, -0.969307, 2.354860], [-3.552398, 2.119135, 4.129672], [-0.844589, -1.819818, 3.695964], [-0.081719, -2.746623, 2.877953], [4.702584, -4.200073, -0.768073], [-2.324911, -3.181626, 4.318758], [2.929429, -1.597975, -3.696289], [0.334801, 3.740549, 0.174414], [-0.656514, 0.882053, 2.191602], [-3.277700, 1.162041, 5.494226], [-2.187721, 3.800392, 0.324893], [-4.695899, 0.322623, 1.748233], [2.306842, -4.214314, -4.223798], [-4.269068, 3.730328, 0.826922], [-3.340198, 3.830073, 2.260620], [-2.216519, 3.298346, -0.642173], [-3.275079, 1.906311, 1.500018], [-0.760888, 4.300628, 1.762030], [-2.212694, 4.881833, 0.190864], [2.728994, 2.781748, -3.400734], [1.697503, -3.082966, -2.928880], [-1.893861, -2.352557, -3.759289], [0.330453, 4.582728, -0.517550], [-2.892559, -3.868304, -2.461852], [1.446558, 3.193206, -3.599217], [3.759417, 2.147664, -5.146537], [-0.872127, 3.619893, 1.024236], [3.281872, 2.263879, 3.508096], [-1.181551, -3.497190, -2.213176], [4.091372, -2.489124, -4.562798], [0.662091, 0.315957, -0.325065], [3.781025, 3.018024, 2.092996], [1.437533, -2.286736, 2.921273], [-2.309047, -2.214335, 3.816560], [-5.052732, 1.532151, 0.574199], [1.412589, 0.474948, -4.568495], [3.698093, -0.896271, 2.444278], [2.522348, 3.712990, 0.267266], [-3.674694, 1.094692, 4.481334], [-4.761063, 1.008816, 4.458401], [2.876005, -0.818016, 1.732839], [-2.564163, -1.572494, -3.398339], [-3.358762, 3.343832, 1.285259], [0.821976, -0.723653, -0.918006], [-5.218450, 1.922017, 2.317520], [-2.699207, -2.434834, 2.822954], [1.810487, 2.755497, 1.962259], [3.042018, -1.303810, 0.771309], [2.904680, 0.266860, 1.631204], [2.550246, -3.621835, -3.341848], [-1.565754, -4.577908, -3.944625], [2.868487, 4.006440, 3.257541], [1.684557, 4.707481, 1.509914], [-1.941027, -4.130715, -5.095956], [3.533099, -2.502871, -3.626718], [2.949820, 3.021350, 2.798104], [-1.951941, -3.652322, -2.968509], [-2.579164, -0.983852, 5.607606], [1.690620, 3.760523, 0.970162], [1.777203, 1.443602, -4.910352], [-2.876243, 0.114133, 3.894802], [-0.444962, -1.950603, 4.614279], [-0.157733, -3.748453, 3.300633], [4.378168, -2.623238, -2.406366], [0.896579, 2.460234, -4.583302], [1.775030, -2.111413, 3.942768], [-0.510877, -2.619053, 1.884147], [0.932539, 4.140987, -3.007626], [3.009586, -4.400953, -2.294694], [-0.898792, -1.907737, -3.768388]], "forces_ev_per_a": [[0.24, -1.11, 0.97], [0.19, -0.44, 0.05], [2.01, 0.67, -2.53], [-1.50, 2.09, -0.90], [-0.32, -0.01, 1.82], [1.47, -1.98, 1.53], [0.28, -2.51, -0.34], [-0.20, -0.62, 0.43], [-0.25, -0.24, 0.12], [0.39, 0.22, 0.85], [-1.73, -0.37, -0.62], [0.02, -0.10, -0.81], [0.44, 0.26, 0.10], [0.80, -0.76, -0.65], [0.73, -0.21, -0.82], [-1.45, 0.38, 0.36], [1.41, 1.03, -0.21], [-1.89, 1.70, -2.40], [-0.25, -0.10, 0.30], [0.45, 0.39, 0.84], [1.00, -1.22, -0.34], [0.63, -0.35, -0.73], [-0.77, 0.16, 0.60], [0.31, 0.11, 2.23], [0.68, 0.09, 0.30], [-0.10, -0.12, 0.24], [-0.33, -0.78, -0.21], [0.44, 0.16, 0.11], [0.13, -0.14, 0.23], [-0.92, 0.76, -0.16], [-0.37, 0.05, 0.39], [-0.69, 0.09, -0.41], [-0.10, 1.45, 1.05], [-0.61, -0.36, -0.46], [0.12, 0.20, 0.70], [-0.13, 0.76, 0.47], [-0.16, -0.24, -0.47], [-0.07, 2.10, 0.84], [0.25, 0.62, 0.55], [0.63, -1.08, -0.69], [-1.18, -0.30, 0.10], [0.07, -0.89, 0.22], [0.63, -0.76, 0.40], [0.04, 5.20, 1.20], [0.44, 0.49, 0.07], [-1.42, 0.72, -0.40], [0.73, 0.27, 0.88], [-0.33, 0.19, 0.06], [-0.16, 0.14, -0.09], [-0.08, -1.14, 0.18], [-0.02, 0.09, -0.10], [0.40, 1.66, 1.51], [-0.05, -0.99, 0.06], [-0.72, 2.41, 0.83], [-0.41, -0.20, -0.43], [1.61, 0.02, -0.93], [-1.45, -2.50, -1.21], [0.05, 0.07, -0.04], [-0.18, 0.60, -0.04], [-0.70, -0.96, 0.73], [-0.31, -0.36, 0.31], [-0.03, 0.11, -0.89], [-1.69, 0.99, -1.10], [0.12, -2.17, 2.22], [-0.04, -0.06, 0.18], [0.39, 0.42, -0.10], [0.86, -0.50, -4.87], [0.22, -0.35, 0.92], [0.84, 0.26, -1.44], [1.12, 1.90, 1.52], [-0.31, -0.26, 0.28], [-1.54, 0.47, 0.06], [0.92, -1.74, -1.89], [-0.78, -1.09, -0.44], [-0.06, 0.62, 0.54], [0.00, -0.32, -0.40], [-0.51, 0.59, -0.90], [-0.85, 1.18, 0.57], [-0.05, -0.85, 0.37], [0.52, -0.70, -0.27], [1.00, -2.62, -1.29], [1.91, -0.05, 1.01], [0.22, -0.12, 0.26]], "lowdin_charge": [-0.143, 0.131, -0.102, 0.083, 0.146, -0.515, 0.000, 0.101, 0.132, 0.014, 0.138, -0.085, 0.130, -0.328, 0.083, -0.085, -0.174, 0.111, 0.120, 0.088, -0.174, 1.328, 0.101, -0.114, 0.097, 0.143, 0.126, 0.121, 0.138, -0.313, 0.123, 0.131, 0.070, 0.103, -0.126, 0.120, 0.136, -0.496, 0.138, -0.048, 0.095, 0.123, 0.128, -0.063, 0.094, -0.152, -0.134, 0.100, 0.122, 0.100, 0.139, -0.156, 0.100, -0.059, 0.134, -0.173, -0.603, 0.092, 0.122, -0.285, 0.098, 0.070, -0.165, 0.113, 0.094, 0.120, -0.625, -0.071, -0.074, -0.116, 0.125, -0.180, -0.164, -0.331, 0.114, 0.128, 0.061, 0.101, 0.124, 0.109, 0.109, 0.069, 0.117]}

# 2
{"formula": "C18H38Br12N2O2", "method": "ωB97M-V with the def2-TZVPD basis set", "gap_ev": 9.30, "largest_force_ev_per_a": 2.8, "e_lumo_ev": 0.17, "homo_energy_ev": -9.14, "smiles": "CN(C)C=O.CN(C)C=O.BrCCBr.BrCCBr.BrCCBr.BrCCBr.BrCCBr.BrCCBr", "symbols": ["C", "H", "N", "H", "C", "Br", "H", "C", "H", "Br", "H", "H", "Br", "H", "H", "H", "C", "H", "C", "H", "C", "Br", "H", "H", "C", "C", "Br", "Br", "H", "O", "C", "H", "H", "Br", "H", "C", "N", "C", "H", "C", "H", "Br", "H", "H", "C", "H", "C", "H", "C", "Br", "Br", "H", "H", "C", "H", "H", "H", "C", "H", "H", "O", "H", "Br", "H", "H", "H", "Br", "C", "H", "H", "H", "H"], "positions_angstrom": [[0.101708, 2.059633, 6.515962], [-4.756202, -1.783137, 2.325232], [-0.178522, 1.549003, 5.129402], [-4.374722, -0.778067, -3.247498], [2.452248, -0.061467, 0.804572], [0.499368, -2.125557, -6.934348], [0.277728, -4.658517, -6.122108], [4.283398, -4.490597, 1.980052], [-3.604092, -4.034427, 1.754272], [1.343588, 6.374263, 0.523762], [0.735538, 2.944063, 6.451532], [-5.333332, 0.355263, -2.453258], [-0.017072, -1.498637, 0.306492], [-2.008362, -0.668307, -2.782448], [0.825248, 1.445683, 7.052282], [-0.800082, 3.191423, 1.767262], [1.503178, 2.716933, -4.865618], [-2.173982, 1.217413, 5.357182], [4.973248, -3.577447, 0.914392], [-0.754302, 4.917963, -0.030328], [-3.409732, -3.131317, 1.175712], [3.949428, 1.067093, 0.087172], [2.135838, 3.590453, -4.708128], [-4.566692, 1.355433, -0.502528], [0.594088, -3.444167, -4.289948], [0.079968, 3.801573, 1.564012], [2.166438, -2.383307, -3.636708], [2.725088, 1.389613, -5.727878], [-4.272792, 0.937523, -3.813578], [-2.699252, 1.890733, -0.112948], [0.676418, 0.947583, 4.295832], [0.588788, 3.010073, -5.381438], [-1.000882, 5.700953, 1.409302], [1.141008, 4.015143, 3.244102], [0.565978, 1.142553, -3.802128], [-1.516252, 1.788983, 4.702372], [-3.310832, 0.683233, -1.990008], [1.206328, 1.992793, -3.567288], [0.516368, -4.366407, -3.714168], [-3.515482, 1.346763, -0.829778], [-1.672302, 0.924253, -3.235928], [5.725038, -2.189667, 2.025132], [2.140218, 1.636533, -3.132518], [4.166308, -3.043527, 0.412532], [-0.218852, 5.145723, 0.891372], [1.599108, 0.768873, 4.869342], [-3.746542, -1.848137, 1.919682], [-1.685872, 2.861693, 4.609512], [-4.369622, 0.272133, -2.955688], [-4.450012, -3.106907, -0.493988], [2.536148, -3.857817, 2.563042], [2.823328, -0.887207, 1.411662], [4.258718, -5.457677, 1.477822], [1.687088, -0.649727, -0.358568], [0.760658, 3.134553, 1.035002], [4.919968, -4.693597, 2.841252], [-0.317972, -2.879637, -4.096158], [0.863358, -3.786317, -5.831568], [1.912728, -4.061427, -5.937518], [-0.763712, 2.291023, 7.136922], [0.464908, 0.564903, 3.141162], [-2.337832, -3.059307, 0.991422], [0.164338, 3.165933, -2.387848], [2.216728, -1.502217, -0.783838], [-1.236652, 0.280163, -1.569828], [5.755078, -4.071287, 0.337362], [-2.510662, -1.715027, 3.515402], [-1.976622, 0.339313, -2.367978], [1.778898, 0.606813, 1.341332], [-3.464522, -1.028927, 1.258272], [-1.625932, 1.362193, 3.705422], [1.556058, 0.053513, -1.180988]], "forces_ev_per_a": [[2.04, -0.11, -1.17], [0.19, 0.04, -0.24], [-0.80, 0.46, 1.49], [0.84, -0.03, 0.02], [-0.60, 0.31, -0.54], [0.24, -1.49, 0.68], [-0.40, 0.51, -0.34], [1.04, -0.95, -1.43], [-0.26, 0.07, -0.31], [-1.28, -1.14, 0.25], [-0.51, 0.67, -0.30], [-0.08, 0.59, -0.13], [0.83, 0.68, -0.44], [-0.09, -0.36, 0.09], [-0.52, -0.83, 0.05], [-0.18, 0.46, 0.18], [0.89, -0.27, 0.80], [-0.45, 0.58, 0.08], [-1.37, 0.32, 2.39], [0.66, 0.00, -0.50], [0.15, 0.62, 0.71], [-0.72, -0.74, 0.37], [-0.15, -0.09, -0.03], [-0.30, -0.01, -0.39], [0.83, -0.13, -1.52], [1.30, 0.20, 0.27], [-1.01, -0.55, -0.16], [-0.69, 0.62, -0.45], [-0.37, -0.22, -0.16], [0.62, -0.28, -0.29], [0.50, -0.68, 0.28], [0.33, -0.47, -0.49], [0.63, 0.26, 0.56], [-0.61, 0.24, -0.35], [0.05, -0.02, 0.29], [-0.34, -0.31, -0.97], [-0.31, -0.74, 0.14], [-0.42, 0.15, -0.50], [0.42, 0.06, 0.02], [-1.08, 0.10, 0.27], [0.43, 0.46, 0.25], [0.79, 0.86, -0.09], [-0.31, 0.32, 0.50], [0.46, -0.43, -0.78], [-0.35, -0.41, -0.02], [0.52, -0.15, -0.56], [0.70, -0.22, 0.44], [-0.47, 0.02, 0.40], [0.15, 0.70, 1.48], [0.40, -0.21, 0.39], [0.64, -0.24, -0.31], [0.30, 0.52, 0.24], [-1.04, -0.22, 0.13], [0.45, -0.82, -0.26], [-0.14, 0.43, -0.48], [-0.20, 0.55, 0.08], [0.29, 0.20, -0.28], [-0.28, 1.09, 1.81], [-0.10, 0.37, -0.20], [-0.13, -0.41, -0.55], [0.12, 0.63, 1.29], [-0.18, -0.37, -0.61], [0.43, -0.22, -0.05], [-0.07, 0.05, 0.05], [-0.35, 0.68, 0.06], [-0.36, 0.16, -0.03], [-0.69, -0.12, -0.84], [0.50, -0.94, -1.29], [0.51, -0.09, 0.31], [-0.26, 0.24, 0.41], [-0.03, 0.02, -0.01], [-0.74, 0.05, 0.29]], "lowdin_charge": [-0.031, 0.055, -0.203, 0.075, -0.639, 0.524, 0.054, -0.736, 0.062, 0.526, 0.069, 0.081, 0.629, 0.080, 0.079, 0.058, -0.624, 0.087, -0.636, 0.025, -0.691, 0.568, 0.052, 0.132, -0.601, -0.599, 0.587, 0.597, 0.090, -0.003, -0.393, 0.069, 0.057, 0.623, 0.033, -0.095, -0.172, -0.741, 0.052, -0.360, 0.062, 0.625, 0.031, 0.021, -0.639, 0.140, -0.633, 0.088, -0.035, 0.604, 0.630, 0.018, 0.053, -0.639, 0.029, 0.036, 0.037, -0.607, 0.034, 0.090, -0.069, -0.008, 0.680, -0.009, 0.034, 0.067, 0.595, -0.111, 0.017, 0.032, 0.060, 0.027]}

# 3
{"formula": "CH6P2", "method": "ωB97M-V with the def2-TZVPD basis set", "gap_ev": 7.39, "largest_force_ev_per_a": 4.8, "e_lumo_ev": -0.81, "homo_energy_ev": -8.20, "smiles": "P#[PH2].C", "symbols": ["H", "H", "C", "P", "H", "H", "H", "P", "H"], "positions_angstrom": [[-1.398040, -1.480596, 1.420886], [-1.156903, -0.404295, 0.022311], [-1.476568, -0.446428, 0.986308], [1.881036, 0.538423, -1.288296], [0.617835, 0.638712, -2.223592], [-0.814048, 0.304975, 1.596388], [-2.547442, -0.090792, 1.109263], [3.209016, -0.860538, -1.222593], [1.685114, 1.800539, -0.400675]], "forces_ev_per_a": [[0.07, 1.10, -0.47], [0.69, -0.07, -2.84], [-0.85, 0.99, 4.62], [-2.10, 1.68, -0.19], [1.93, -0.14, 1.41], [-1.19, -1.57, -0.96], [1.29, -0.46, -0.35], [-0.19, 0.27, 0.03], [0.35, -1.81, -1.24]], "lowdin_charge": [0.031, -0.071, -0.067, 0.045, -0.074, 0.051, 0.034, 0.131, -0.081]}